# 1
31
Properties=species:S:1:pos:R:3:forces:R:3:lowdin_spin:R:1 method="wB97M-V/def2-TZVPD" charge=+1 homo_energy_ev="-11.40 / -12.56" s_squared=3.773 energy_ev=-23972.1490 multiplicity=4 e_above_lowest_kj_mol=2.65 homo_lumo_gap_ev="7.987 / 8.699"
Re -0.278538 -0.219629 -2.154906 -2.0 0.6 -2.7 2.61
S 1.507271 0.096736 -0.787185 1.9 0.2 2.6 0.15
N -0.067886 -1.043093 1.040075 -0.5 -0.2 1.1 0.01
N 0.644232 1.319315 1.395730 -0.9 -0.8 0.7 0.00
N 0.929544 -1.910868 -2.954845 1.1 -1.3 0.0 0.05
C -0.795303 -1.407763 2.282637 -0.1 0.9 1.1 0.00
C -0.113103 -2.232254 0.114975 -0.2 1.2 -0.8 0.03
C -1.400972 1.452929 -1.637623 -0.2 0.4 0.0 0.05
C 1.503065 2.465077 0.957625 0.2 -0.2 -0.6 0.01
C -0.136091 1.609645 2.625313 0.0 -0.1 0.4 0.00
C 0.578001 0.118494 0.746297 0.9 1.0 -0.8 0.03
H -0.060869 2.661299 2.955283 0.2 -0.5 -0.7 0.00
H 0.896885 -2.573637 -0.111559 -0.1 0.1 -0.1 0.00
H -0.224139 0.451153 -3.666372 0.0 -0.2 0.3 -0.02
H -2.192900 1.192438 -0.910574 0.2 0.2 -0.2 0.02
H 2.546843 2.147888 0.950762 -0.1 0.0 -0.2 0.00
H -1.691159 -0.656252 -2.944257 -0.2 -0.5 -0.1 -0.01
H -1.198813 1.421687 2.435681 0.3 -0.2 0.3 0.00
H 1.202104 2.796566 -0.044662 0.2 -0.2 0.2 0.00
H 1.936884 -1.680816 -2.993342 -0.6 -0.1 0.0 0.01
H -0.358888 -2.299130 2.746226 0.0 0.1 -0.4 0.00
H -0.662791 2.118540 -1.164254 -0.5 0.3 0.0 0.02
H -0.684733 -3.086975 0.516742 0.2 0.8 0.3 0.00
H -1.858307 -1.591043 2.077251 0.3 0.0 -0.2 0.00
H -1.870869 1.987297 -2.494770 0.3 -0.4 0.7 0.01
H -0.669972 -1.925727 -0.837515 0.5 -0.7 1.0 0.02
H -0.756133 -0.632481 3.071570 0.1 -0.5 -0.8 0.00
H 0.672897 -2.168566 -3.897935 -0.1 -0.1 -0.3 0.00
H 0.281104 1.033158 3.466411 -0.5 0.1 -0.3 0.00
H 1.434161 3.347996 1.622498 -0.4 -0.9 -0.1 0.00
H 0.888467 -2.791981 -2.405285 0.0 0.8 -0.5 0.01

---

# 2
82
Properties=species:S:1:pos:R:3:forces:R:3:lowdin_spin:R:1 method="wB97M-V/def2-TZVPD" charge=+2 homo_energy_ev="-11.13 / -13.22" s_squared=6.019 energy_ev=-98144.7270 multiplicity=5 homo_lumo_gap_ev="6.191 / 6.367"
Co -0.725019 -0.633738 1.483650 -0.3 -2.0 -0.6 2.58
P 0.731640 -2.138025 1.680191 2.1 -1.3 0.1 0.13
P -2.574552 0.071102 0.992128 -3.7 1.2 -0.7 0.13
P 2.242236 1.056671 -2.667283 -0.8 0.6 -0.2 0.00
O 0.922193 1.683725 1.966553 -0.6 -1.0 -0.2 0.26
N -5.269407 -0.243469 1.349241 -0.3 0.1 -0.1 0.02
N -4.592463 1.353208 -0.374367 0.1 0.0 -0.1 0.01
N 0.801844 -1.198545 -1.405438 2.2 0.3 -0.1 0.04
N -4.337993 1.931780 1.986392 -0.1 0.0 -0.1 0.02
C 2.777043 2.409404 -5.017188 -0.2 0.2 -0.3 0.00
C -2.950506 1.519602 2.123467 -0.2 0.0 0.1 0.03
C 0.084316 -0.626180 -2.536943 -0.8 0.3 0.1 0.01
C 0.256993 0.742463 1.738329 3.3 4.8 1.1 0.42
C 0.496165 3.201046 -2.616248 -0.2 0.3 -0.4 0.00
C 0.629750 -2.646644 -1.182825 0.5 0.2 -0.2 0.00
C 1.236619 2.233514 -1.686638 -0.1 -0.4 0.6 0.01
C -5.276135 0.846209 2.343272 0.2 0.1 -0.5 0.00
C 3.431361 1.892480 -3.734393 0.5 -0.4 -0.3 0.00
C -4.632607 2.432321 0.630767 0.0 -0.5 0.2 0.00
C 3.397716 -1.392736 2.152368 0.3 0.2 0.0 0.00
C 0.276802 -2.793506 3.368979 -0.3 -1.0 -0.2 0.03
C -4.035021 -1.013723 1.379321 -0.1 0.2 0.0 0.03
C -0.789661 -1.899591 4.041230 0.3 0.0 -0.1 0.06
C 1.982162 2.995640 -0.599997 0.3 0.2 0.3 0.00
C 1.018659 0.056147 -3.559612 0.1 -0.5 -0.3 0.00
C 2.922467 -3.854633 1.493233 0.1 -0.3 -0.2 0.00
C -3.236075 0.826602 -0.570919 -0.2 0.1 -0.2 0.02
C -5.549351 0.297761 0.002845 0.4 0.1 0.4 0.00
C 0.090853 -3.045987 0.206818 -0.4 -0.9 0.4 0.07
C 1.457404 -3.002856 4.326218 0.2 0.1 0.2 0.01
C 2.525243 -2.367170 1.365191 -0.1 0.3 -0.1 0.00
C 4.228561 2.973007 -2.995823 0.2 0.2 0.0 0.00
H -1.745412 -1.909927 3.489944 0.2 0.0 0.2 0.02
H -5.642413 2.869598 0.636828 0.4 -0.1 -0.1 0.00
H -3.241621 0.059697 -1.358150 -0.1 0.2 0.1 0.00
H 0.452520 0.622337 -4.321404 0.3 -0.1 0.5 0.00
H -3.891654 3.198828 0.369986 -0.2 -0.1 0.0 0.00
H 3.560489 2.615331 -5.757877 -0.2 -0.1 0.2 0.00
H 1.590234 -3.154159 -1.409614 -0.6 0.0 0.3 0.00
H 2.234938 3.347865 -4.843941 0.1 -0.3 0.0 0.00
H -1.004477 -2.949388 0.222571 0.1 -0.2 -0.1 0.01
H -2.284148 2.353457 1.854067 -0.1 -0.2 0.1 0.00
H 3.155924 -4.268169 0.500007 0.0 0.1 0.4 0.00
H 4.540607 2.649182 -1.996745 0.0 0.1 -0.2 0.00
H 4.396769 -1.368006 1.691865 -0.2 0.0 0.3 0.00
H 1.591723 -0.727782 -4.084990 -0.2 0.3 0.0 0.00
H 2.985594 -0.373050 2.112854 0.2 -0.2 0.1 0.00
H 0.326707 -4.102020 0.381658 -0.2 -0.1 -0.2 0.01
H -4.994972 0.441238 3.325447 -0.2 0.1 -0.2 0.00
H 2.488889 2.328192 0.104707 -0.1 0.1 -0.1 0.00
H 2.079763 1.686428 -5.458626 0.3 0.2 0.0 0.00
H 0.088137 2.730675 -3.522669 0.1 0.1 0.3 0.00
H -0.965176 -2.270968 5.060056 -0.1 0.1 -0.3 0.01
H 3.820098 -3.967403 2.118046 -0.3 0.0 -0.2 0.00
H -2.566620 1.635447 -0.897975 -0.1 -0.1 0.1 0.00
H 3.505193 -1.694562 3.202139 0.0 0.2 -0.4 0.00
H 4.134763 1.087390 -4.006938 -0.2 0.1 0.0 0.00
H -0.166818 -3.773259 3.136163 0.0 0.1 0.3 0.00
H 2.892637 0.009458 -1.930617 0.3 1.3 -0.2 0.00
H -6.290400 1.271233 2.389480 0.3 -0.2 0.0 0.00
H -0.652888 0.097499 -2.130107 0.3 -0.1 -0.5 0.00
H -4.070378 -1.809726 0.623684 -0.1 0.1 0.2 0.00
H -0.520972 -1.393012 -3.053726 0.4 0.3 0.1 0.00
H 1.142887 4.036429 -2.928025 -0.2 -0.3 0.1 0.00
H -3.894434 -1.471022 2.367727 -0.1 0.1 -0.2 0.00
H 2.601656 -2.091715 0.301044 0.0 0.0 0.3 0.00
H -2.749812 1.221624 3.162578 0.0 0.1 -0.2 0.00
H 5.136235 3.200082 -3.570620 -0.3 -0.1 0.1 0.00
H 1.969292 -2.057561 4.538719 -0.1 -0.1 0.0 0.00
H 2.128438 -4.488660 1.918884 0.3 0.2 -0.1 0.00
H 1.850100 -0.906260 -1.472466 -3.0 -1.6 0.6 0.00
H -5.483984 -0.520947 -0.725389 -0.1 0.2 0.1 0.00
H -0.351754 3.643182 -2.068985 0.3 -0.2 -0.1 0.00
H 3.664258 3.912220 -2.903381 0.1 -0.4 0.0 0.00
H 2.713730 3.691674 -1.023148 -0.2 -0.1 0.2 0.00
H 1.248764 3.580024 -0.024090 0.3 -0.2 -0.2 0.00
H 0.503386 1.581758 -1.175037 0.2 0.1 -0.2 0.01
H 2.196892 -3.724965 3.968472 -0.2 0.2 0.0 0.00
H -6.563986 0.724544 0.003057 0.4 -0.2 0.0 0.00
H 1.077462 -3.369950 5.289178 0.0 0.0 -0.3 0.00
H -0.424696 -0.860475 4.124633 -0.2 -0.4 0.0 0.02
H -0.112710 -3.008285 -1.911795 0.4 -0.1 0.2 0.00

---

# 3
60
Properties=species:S:1:pos:R:3:forces:R:3:lowdin_spin:R:1 method="wB97M-V/def2-TZVPD" charge=+1 homo_energy_ev="-11.18 / -11.18" s_squared=2.024 energy_ev=-35554.3783 multiplicity=3 e_above_lowest_kj_mol=177.52 homo_lumo_gap_ev="5.792 / 4.828"
Pt 4.772319 29.056283 -0.069258 0.5 -1.3 -1.6 0.99
O -0.675426 23.407639 0.655958 0.0 0.0 0.5 0.00
O -2.295027 29.975484 -0.182647 0.0 -0.8 0.0 0.00
O 5.727973 22.453169 1.349833 0.1 -0.5 -0.7 0.00
O 3.923357 27.304285 -1.159689 -0.1 0.5 0.6 0.73
O 6.433308 29.046424 -1.576829 -0.6 1.4 0.3 0.04
N -2.238055 24.157208 -0.776697 -0.8 0.2 0.1 0.00
N 3.768239 23.437173 1.845374 -2.7 0.7 -1.6 0.00
N -0.558854 29.193024 -1.469796 0.2 0.4 0.9 0.00
N 8.535523 28.576467 -2.356866 -0.7 0.9 -0.5 0.00
C 0.894018 29.153335 -1.414113 0.5 -1.0 -1.2 0.00
C 3.696389 26.554583 -2.275224 -0.5 -0.8 -2.1 0.09
C -1.843837 23.641414 0.405591 0.6 0.0 -0.6 0.00
C 4.574182 22.666353 1.044390 0.7 0.7 2.4 0.00
C -1.319233 24.660950 -1.775065 0.0 0.2 0.9 0.00
C 4.806002 25.465223 -2.444027 -0.4 -0.5 1.0 0.09
C 2.708715 24.140743 1.110242 -0.4 0.3 0.2 0.00
C -3.633067 24.406429 -1.076451 -0.7 -0.3 0.4 0.00
C 9.481425 27.529862 -2.647054 1.3 -1.0 -0.1 0.00
C 9.040408 29.956345 -2.190456 -0.5 -0.7 1.7 0.00
C -1.181388 29.215188 -2.780483 0.1 0.3 0.3 0.00
C 4.110551 24.137868 3.056990 2.5 -0.8 0.4 0.00
C 2.291134 25.952634 -2.358131 -0.5 -0.5 -0.4 0.01
C -1.221696 29.429563 -0.299410 0.3 1.0 -0.2 0.00
C 7.275686 28.283618 -2.057153 1.3 -1.7 0.8 0.01
H 2.014398 25.379940 -1.473963 -0.3 0.6 0.3 0.00
H 2.075330 25.250740 -3.173914 1.2 -0.3 -0.1 0.00
H 2.291467 23.602857 0.258013 0.2 -0.4 0.2 0.00
H 5.790519 25.841543 -2.695019 -0.1 0.2 0.0 0.00
H -0.556714 29.145684 0.540703 -0.4 0.1 0.2 0.00
H 4.826612 24.905529 -1.505929 0.3 0.0 0.0 0.00
H 4.026151 22.239208 0.198109 0.1 0.0 -0.3 0.00
H 1.866563 24.368686 1.763149 0.0 -0.2 0.0 0.00
H 1.601672 26.712284 -2.729502 -0.2 0.3 1.1 0.00
H -3.841289 25.459662 -1.272135 0.2 0.1 0.0 0.00
H 9.121067 26.528263 -2.412614 -0.5 0.2 -0.2 0.00
H 1.195179 28.105450 -1.466547 0.3 0.1 -0.1 0.00
H 4.930210 24.838044 2.847224 -0.2 0.3 0.1 0.00
H 10.075073 30.017863 -2.499822 -0.1 0.1 -0.4 0.00
H 9.882076 27.529659 -3.662057 -0.5 0.2 -0.2 0.00
H 8.999006 30.083696 -1.101357 0.4 0.4 -0.1 0.00
H -2.684458 23.456142 1.086255 0.0 -0.1 0.1 0.00
H 3.069081 25.106660 0.725621 0.1 0.0 0.0 0.00
H 3.759306 27.098016 -3.230546 0.6 0.8 0.4 0.03
H -1.337581 23.961089 -2.611947 0.1 0.6 -0.4 0.00
H 4.480185 24.753223 -3.198588 -0.1 0.3 -0.2 0.01
H -4.025836 23.824039 -1.913684 0.4 0.0 -0.2 0.00
H -0.747936 28.400583 -3.360873 -0.1 0.1 -0.2 0.00
H 10.385439 27.575981 -2.030569 -0.3 0.6 0.3 0.00
H 3.325302 24.634983 3.615459 -0.5 -0.1 -0.7 0.00
H -0.310274 24.776673 -1.382096 0.0 -0.5 0.2 0.00
H 1.491571 29.575850 -0.607539 -1.0 0.3 0.7 0.00
H -1.032381 30.174592 -3.279935 0.1 0.0 -0.1 0.00
H -4.270443 24.104401 -0.242788 0.2 0.1 0.2 0.00
H 8.367886 30.724243 -2.559009 0.1 -0.2 -0.6 0.00
H 1.303317 29.690321 -2.275432 -0.2 -0.2 -0.2 0.00
H -1.657172 25.691972 -1.918495 0.0 -0.2 -1.0 0.00
H -2.255394 29.074821 -2.690903 0.0 -0.1 0.2 0.00
H 7.122983 27.194082 -2.120392 -0.4 0.3 -0.1 0.00
H 4.569191 23.429483 3.753105 -0.1 0.0 0.0 0.00

---

# 4
13
Properties=species:S:1:pos:R:3:forces:R:3:mulliken_charge:R:1 method="wB97M-V/def2-TZVPD" homo_energy_ev=-8.42 energy_ev=-29435.3786 multiplicity=1 e_above_lowest_kj_mol=165.52 homo_lumo_gap_ev=8.893
S -1.006918 -1.399695 -0.235802 -0.3 0.2 0.1 -0.12
S 2.851187 0.295212 0.141647 0.2 -0.6 -0.2 -0.18
O -2.422982 0.935322 -0.039123 0.4 0.3 -0.3 -0.36
N 1.532211 -0.803991 -0.043791 0.4 0.2 0.1 -0.51
C 0.373423 -0.279780 -0.117127 0.1 0.8 0.4 0.86
C -2.282829 -0.349446 0.557339 0.6 0.2 -0.4 -0.46
C 0.035288 1.160575 -0.153786 -2.0 -0.3 0.0 -0.42
C -1.271044 1.609254 -0.170609 2.3 -0.4 -0.3 -0.23
H 3.876679 -0.614865 0.114197 -0.8 0.3 0.0 0.17
H -2.078232 -0.125427 1.601528 0.1 -0.6 0.2 0.42
H 0.804549 1.923506 -0.312719 -0.3 -0.5 0.1 0.25
H -1.361172 2.659069 -0.373151 -0.7 0.3 0.0 0.36
H -3.220768 -0.868815 0.401246 -0.1 0.0 0.2 0.24

---

# 5
26
Properties=species:S:1:pos:R:3:forces:R:3:mulliken_charge:R:1 method="wB97M-V/def2-TZVPD" homo_energy_ev=-8.57 energy_ev=-44486.2752 multiplicity=1 e_above_lowest_kj_mol=116.88 homo_lumo_gap_ev=7.284
S 2.554576 0.499339 2.294606 -0.1 -0.1 0.0 -0.27
S 3.211198 2.463870 -1.281477 -1.4 -2.3 1.9 -0.33
P 1.981778 0.643282 0.295698 0.6 2.1 -1.7 0.12
N 2.124602 -0.966563 -0.259558 0.2 0.1 -0.3 0.59
N 1.387785 -1.903720 0.359017 -0.4 -0.2 0.7 -0.64
C -0.588828 0.145557 1.250546 -0.1 0.1 0.0 -0.17
C -2.587922 1.011134 0.212546 0.1 0.1 -0.1 0.78
C -1.800898 1.712758 -0.696787 -0.1 -0.1 0.1 -0.69
C -0.423312 1.627771 -0.649465 0.2 0.0 0.0 -0.55
C -1.965683 0.241460 1.188547 0.1 0.0 0.1 -0.91
C 2.848729 -1.495222 -1.279528 0.2 -0.2 -0.2 -0.09
C -4.080823 1.061996 0.113144 0.0 -0.1 0.0 -1.43
C 2.562483 -2.833073 -1.312036 0.1 0.2 -0.1 -0.75
C 1.644903 -3.027866 -0.262261 0.1 0.1 -0.1 -0.24
C 0.177376 0.829282 0.315472 0.6 0.2 0.0 0.93
H 2.942112 -3.572560 -1.985640 0.1 -0.1 -0.2 0.38
H -2.562604 -0.295551 1.910391 -0.1 -0.1 0.1 0.32
H -4.546205 0.775329 1.053104 -0.1 0.0 0.0 0.36
H 1.171278 -3.935858 0.058595 -0.1 -0.2 0.1 0.43
H 0.195818 2.171050 -1.349326 0.1 0.1 -0.1 0.22
H -0.110047 -0.464989 2.001506 -0.1 0.0 0.0 0.28
H -4.419071 2.057520 -0.163228 -0.1 0.1 0.0 0.38
H 3.488118 -0.874984 -1.875289 0.1 0.1 -0.1 0.40
H 3.485086 1.442287 2.170752 0.2 0.2 -0.1 0.20
H -2.274016 2.320857 -1.452138 -0.1 0.1 -0.1 0.39
H -4.416438 0.366896 -0.657179 -0.1 0.0 0.0 0.29